This record from the Open Molecules 2025 dataset describes a 2-piece molecular cluster, C4H13N overall. The level of theory is wB97M-V/def2-TZVPD.

The geometry in XYZ format:
```
18
C4H13N | the Open Molecules 2025 dataset | wB97M-V/def2-TZVPD
C -2.696 1.579 -1.476
C -1.157 1.671 -1.377
H -3.201 1.751 -0.527
H -2.998 0.585 -1.794
H -3.065 2.324 -2.173
H -0.801 2.522 -1.958
H -0.697 1.789 -0.403
H -0.755 0.792 -1.879
C 2.587 -1.672 1.427
C 1.081 -1.425 1.511
N 0.477 -0.797 0.331
H 3.160 -0.850 0.994
H 2.966 -1.723 2.444
H 2.767 -2.564 0.848
H 0.574 -2.378 1.623
H 0.790 -0.862 2.400
H -0.011 0.052 0.546
H 0.980 -0.794 -0.537
```

## Properties
Total charge = 0
SMILES = CCN.CC
Gap between HOMO and LUMO = 9.8158 eV
E_LUMO = 1.1 eV